Here is a cluster of 5 separate species, C38H104BN13O11P5 in total from OMol25. Energies are from wB97M-V/def2-TZVPD.

Total energy, a.u.: -4780.4115

```
! RIJCOSX wB97M-V def2-TZVPD def2/J DEFGRID3
* xyz 1 1
C 0.57 -3.99 5.13
C 1.79 -3.16 4.43
O 1.38 -1.94 3.70
C 0.17 -2.17 2.89
O 0.11 -3.18 1.99
C -1.13 -1.17 3.09
C -1.47 -0.87 4.70
C -1.93 0.68 4.94
N -3.12 0.83 5.91
C -4.45 0.57 5.25
C -5.08 -0.92 5.45
C -6.07 -1.28 4.17
P -5.85 -3.05 3.51
O -4.38 -3.64 3.77
O -7.07 -4.04 4.33
C -6.43 -4.94 5.31
C -7.63 -5.36 6.40
O -6.15 -3.25 1.80
C -6.27 -1.97 1.10
C -4.79 -1.23 0.88
C -2.90 0.12 7.23
B -3.89 0.69 8.46
O -4.34 2.11 8.50
O -4.34 -0.29 9.47
H 1.03 -4.62 6.02
H 0.06 -4.74 4.36
H -0.26 -3.30 5.63
H 2.56 -2.88 5.28
H 2.38 -3.83 3.64
H -0.96 -0.17 2.48
H -2.06 -1.70 2.57
H -0.48 -1.07 5.31
H -2.24 -1.68 5.03
H -2.15 1.30 3.97
H -1.03 1.22 5.50
H -3.12 1.87 6.15
H -5.23 1.34 5.72
H -4.33 0.90 4.11
H -4.32 -1.77 5.68
H -5.81 -0.85 6.40
H -7.20 -1.20 4.55
H -5.92 -0.42 3.39
H -6.09 -5.92 4.75
H -5.59 -4.44 5.95
H -8.22 -6.31 6.00
H -8.36 -4.44 6.54
H -7.10 -5.58 7.43
H -7.08 -1.24 1.55
H -6.65 -2.21 -0.01
H -4.22 -1.75 -0.01
H -4.14 -1.25 1.85
H -5.01 -0.12 0.56
H -1.81 0.43 7.58
H -2.89 -1.05 7.16
H -5.20 2.16 9.02
H -4.12 -1.23 9.16
O -4.22 1.77 -1.47
P -4.57 2.98 -2.36
N -3.46 2.50 -3.55
C -2.45 3.28 -4.24
C -3.98 1.48 -4.45
N -3.92 4.08 -1.21
C -2.48 4.20 -1.01
C -4.55 3.96 0.11
N -4.98 4.38 -3.38
C -4.36 5.71 -3.31
C -6.44 4.56 -3.40
H -2.88 3.91 -5.03
H -1.72 2.62 -4.72
H -1.87 3.91 -3.57
H -4.62 1.93 -5.23
H -4.58 0.75 -3.91
H -3.18 0.92 -4.94
H -1.99 3.22 -0.93
H -2.24 4.76 -0.10
H -2.02 4.77 -1.80
H -4.14 3.12 0.69
H -5.63 3.81 0.02
H -4.41 4.88 0.70
H -4.61 6.24 -2.39
H -4.70 6.32 -4.15
H -3.28 5.67 -3.41
H -6.80 4.93 -2.43
H -6.93 3.60 -3.59
H -6.75 5.24 -4.19
O 5.01 -4.91 0.76
P 4.68 -5.02 -0.74
N 5.92 -3.94 -1.15
C 5.90 -2.80 -2.04
C 7.24 -4.58 -1.23
N 3.15 -4.26 -0.52
C 3.06 -2.83 -0.24
C 2.30 -4.96 0.45
N 4.29 -5.15 -2.48
C 3.32 -4.34 -3.21
C 4.05 -6.56 -2.81
H 5.92 -3.08 -3.09
H 6.77 -2.15 -1.86
H 5.04 -2.15 -1.87
H 7.37 -5.10 -2.18
H 7.37 -5.31 -0.43
H 8.04 -3.85 -1.11
H 3.77 -2.51 0.52
H 2.05 -2.55 0.09
H 3.20 -2.25 -1.15
H 2.57 -4.72 1.49
H 2.39 -6.05 0.33
H 1.25 -4.70 0.30
H 2.29 -4.54 -2.91
H 3.40 -4.54 -4.28
H 3.51 -3.27 -3.10
H 3.10 -6.90 -2.39
H 4.85 -7.19 -2.39
H 4.05 -6.73 -3.89
O 1.84 3.42 1.72
P 3.23 3.01 1.19
N 2.94 1.37 1.51
C 3.78 0.40 2.17
C 2.17 0.71 0.46
N 4.03 3.84 2.47
C 4.01 3.31 3.83
C 3.67 5.26 2.53
N 4.84 2.55 0.57
C 6.08 2.50 1.34
C 5.10 3.29 -0.68
H 4.59 0.03 1.52
H 3.20 -0.48 2.47
H 4.22 0.77 3.09
H 2.80 0.43 -0.39
H 1.37 1.36 0.09
H 1.67 -0.19 0.84
H 3.01 2.98 4.13
H 4.36 4.05 4.56
H 4.71 2.49 3.94
H 2.71 5.42 3.03
H 3.61 5.69 1.53
H 4.44 5.83 3.08
H 6.43 3.50 1.64
H 6.88 2.05 0.74
H 6.00 1.87 2.22
H 5.29 4.35 -0.47
H 4.23 3.23 -1.34
H 5.95 2.87 -1.22
O 0.91 2.39 -5.42
P 2.12 1.52 -5.82
N 2.96 2.87 -6.40
C 3.68 3.05 -7.65
C 3.64 3.63 -5.35
N 1.21 0.70 -7.03
C 0.83 1.37 -8.27
C 0.01 0.05 -6.49
N 3.52 0.52 -6.28
C 3.70 -0.17 -7.56
C 3.80 -0.43 -5.20
H 4.65 2.56 -7.65
H 3.85 4.11 -7.85
H 3.11 2.70 -8.51
H 4.59 3.16 -5.08
H 3.03 3.70 -4.45
H 3.84 4.66 -5.67
H 0.43 2.38 -8.09
H 0.07 0.80 -8.82
H 1.67 1.43 -8.95
H -0.82 0.76 -6.34
H 0.22 -0.42 -5.52
H -0.34 -0.75 -7.16
H 3.00 -1.00 -7.70
H 4.71 -0.59 -7.61
H 3.62 0.50 -8.41
H 3.03 -1.22 -5.16
H 3.81 0.08 -4.23
H 4.78 -0.90 -5.32
*
```

***

Here is a cluster of 12 separate species, C38H106N6O18 in total from OMol25. Energies are from wB97M-V/def2-TZVPD.

Total energy, a.u.: -3193.5392

```
! RIJCOSX wB97M-V def2-TZVPD def2/J DEFGRID3
* xyz 1 2
O 3.96 3.36 -0.16
H 4.60 2.90 -0.71
H 3.13 2.88 -0.23
H 4.20 3.42 0.77
C 0.25 0.18 -0.81
C 0.93 1.09 0.13
O 1.52 2.28 -0.41
H 1.06 -0.12 -1.48
H -0.58 0.63 -1.35
H -0.15 -0.71 -0.31
H 1.55 0.45 0.76
H 0.18 1.36 0.88
O 0.91 -0.27 -4.15
H 1.12 0.55 -3.70
H 0.59 0.00 -5.01
O 0.82 3.55 2.26
H -0.11 3.76 2.15
H 1.06 3.12 1.44
O 2.32 2.24 -3.15
H 2.56 3.16 -3.25
H 2.12 2.14 -2.22
O -0.58 4.39 -1.01
H -1.12 4.15 -0.26
H 0.20 3.84 -0.93
C -4.19 -0.19 -3.44
O -3.60 1.06 -3.04
C -2.42 1.29 -3.65
C -1.82 2.58 -3.13
N -2.64 3.73 -3.30
C -2.97 4.15 -4.63
C -3.48 5.62 -4.74
O -2.53 6.45 -4.08
C -2.86 7.86 -4.16
H -5.11 -0.40 -2.89
H -3.48 -1.00 -3.28
H -4.34 -0.13 -4.52
H -2.52 1.32 -4.74
H -1.77 0.44 -3.43
H -0.79 2.73 -3.44
H -1.71 2.40 -2.06
H -3.51 3.40 -2.92
H -3.76 3.46 -4.93
H -2.10 3.96 -5.26
H -4.44 5.88 -4.29
H -3.55 5.87 -5.79
H -3.89 8.18 -4.03
H -2.61 8.12 -5.19
H -2.22 8.47 -3.53
C 4.63 -2.34 1.34
O 5.29 -1.58 0.34
C 4.42 -0.82 -0.46
C 5.31 0.03 -1.40
N 5.63 1.30 -0.77
C 6.65 2.04 -1.54
C 7.45 3.07 -0.74
O 6.70 4.28 -0.68
C 6.87 5.09 -1.82
H 5.41 -2.66 2.03
H 4.15 -3.17 0.81
H 3.93 -1.84 2.00
H 3.79 -0.18 0.15
H 3.68 -1.36 -1.05
H 4.82 0.22 -2.36
H 6.25 -0.46 -1.64
H 5.98 1.10 0.15
H 6.26 2.48 -2.47
H 7.44 1.35 -1.82
H 8.44 3.18 -1.17
H 7.71 2.81 0.29
H 7.84 5.52 -1.55
H 6.14 5.90 -1.75
H 6.93 4.67 -2.82
C -4.75 -6.04 -6.24
O -4.99 -6.38 -4.87
C -6.23 -5.88 -4.42
C -6.32 -6.06 -2.88
N -5.25 -5.42 -2.16
C -5.19 -3.95 -2.28
C -4.03 -3.46 -1.39
O -2.81 -3.74 -1.98
C -1.65 -3.44 -1.22
H -4.56 -4.98 -6.40
H -5.60 -6.27 -6.87
H -3.88 -6.54 -6.66
H -7.02 -6.54 -4.77
H -6.38 -4.86 -4.75
H -6.22 -7.13 -2.68
H -7.30 -5.81 -2.47
H -4.48 -5.72 -2.75
H -6.11 -3.50 -1.92
H -5.13 -3.56 -3.30
H -3.99 -3.90 -0.39
H -4.11 -2.39 -1.20
H -0.85 -4.15 -1.46
H -1.79 -3.55 -0.14
H -1.30 -2.43 -1.43
C 7.39 5.86 2.74
O 6.24 5.20 3.30
C 5.09 5.37 2.41
C 4.28 4.16 2.79
N 4.93 3.00 2.16
C 4.52 1.71 2.72
C 5.66 0.77 2.89
O 6.43 0.83 1.69
C 7.65 0.04 1.73
H 7.17 6.90 2.47
H 7.86 5.28 1.95
H 8.17 5.98 3.49
H 5.44 5.34 1.37
H 4.65 6.36 2.49
H 3.26 4.30 2.44
H 4.23 4.12 3.88
H 5.93 3.13 2.17
H 3.70 1.24 2.18
H 4.14 1.92 3.72
H 5.38 -0.23 3.24
H 6.26 1.12 3.72
H 7.37 -1.01 1.72
H 8.37 0.26 2.52
H 8.14 0.14 0.76
C -3.00 -0.51 0.64
O -4.03 -1.42 0.94
C -4.72 -1.24 2.20
C -5.95 -2.20 2.25
N -6.84 -1.59 1.28
C -7.93 -2.46 0.83
C -8.76 -1.85 -0.34
O -7.84 -1.66 -1.41
C -8.43 -0.90 -2.46
H -2.11 -0.76 1.21
H -3.31 0.51 0.89
H -2.82 -0.46 -0.43
H -5.08 -0.21 2.23
H -4.10 -1.44 3.07
H -6.33 -2.26 3.27
H -5.77 -3.23 1.94
H -6.33 -1.23 0.49
H -8.45 -2.79 1.73
H -7.47 -3.40 0.51
H -9.23 -0.91 -0.06
H -9.54 -2.50 -0.74
H -9.21 -0.22 -2.11
H -8.94 -1.62 -3.09
H -7.60 -0.43 -2.99
C 1.18 -2.91 1.53
O 0.62 -2.95 2.80
C 1.60 -3.03 3.84
C 0.98 -2.89 5.26
N 0.07 -4.02 5.59
C -0.53 -3.80 6.95
C 0.05 -4.88 7.93
O 1.39 -4.69 8.23
C 1.75 -3.38 8.78
H 1.80 -2.04 1.34
H 0.43 -2.72 0.77
H 1.84 -3.75 1.32
H 2.35 -2.24 3.76
H 2.08 -4.01 3.83
H 0.62 -1.87 5.40
H 1.80 -2.92 5.98
H 0.64 -4.83 5.77
H -1.60 -3.95 6.79
H -0.48 -2.80 7.39
H -0.10 -5.91 7.60
H -0.53 -4.83 8.85
H 2.75 -3.46 9.20
H 1.04 -3.05 9.54
H 1.76 -2.63 7.99
*
```